Entry from the OMol25 dataset: a structure of composition C36H100As3F18N7O7 in a non-equilibrium geometry (the ωB97M-V functional and the def2-TZVPD basis).

CARTESIAN COORDINATES (ANGSTROEM)
1 C 17.65 19.49 -3.78
2 C 17.78 17.97 -3.37
3 N 17.57 16.92 -4.57
4 C 17.71 15.50 -3.92
5 C 16.14 16.91 -5.09
6 C 15.76 15.90 -6.06
7 C 18.45 17.01 -5.83
8 C 19.97 17.10 -5.69
9 O 20.35 16.06 -4.80
10 C 21.73 16.11 -4.53
11 H 16.60 19.78 -3.89
12 H 18.08 19.79 -4.74
13 H 18.13 20.10 -3.01
14 H 17.18 17.69 -2.50
15 H 18.77 17.92 -2.93
16 H 18.63 15.61 -3.34
17 H 17.90 14.84 -4.76
18 H 16.78 15.26 -3.39
19 H 16.01 17.95 -5.41
20 H 15.54 16.88 -4.18
21 H 16.16 16.24 -7.02
22 H 14.73 16.09 -6.36
23 H 15.96 14.84 -5.89
24 H 18.01 17.89 -6.31
25 H 18.28 16.18 -6.51
26 H 20.21 18.09 -5.32
27 H 20.53 16.97 -6.62
28 H 22.15 15.14 -4.79
29 H 22.00 16.25 -3.48
30 H 22.36 16.80 -5.10
31 C 12.48 8.51 -11.69
32 C 12.95 9.92 -12.15
33 N 13.41 10.89 -10.98
34 C 14.68 10.41 -10.12
35 C 13.64 12.30 -11.61
36 C 14.83 12.28 -12.59
37 C 12.19 10.87 -9.88
38 C 12.05 12.11 -8.97
39 O 13.13 12.46 -8.19
40 C 12.71 13.27 -7.05
41 H 11.45 8.54 -11.32
42 H 13.10 8.09 -10.90
43 H 12.45 7.80 -12.53
44 H 12.31 10.46 -12.85
45 H 13.90 9.68 -12.63
46 H 15.01 11.07 -9.32
47 H 15.47 10.09 -10.80
48 H 14.30 9.45 -9.76
49 H 13.72 12.98 -10.76
50 H 12.86 12.49 -12.34
51 H 15.10 13.32 -12.80
52 H 14.72 11.56 -13.40
53 H 15.71 12.01 -12.02
54 H 12.29 9.93 -9.34
55 H 11.26 10.70 -10.42
56 H 11.13 11.82 -8.45
57 H 11.94 13.03 -9.53
58 H 12.21 12.71 -6.26
59 H 12.04 14.06 -7.41
60 H 13.49 13.89 -6.62
61 C 18.14 15.26 -14.10
62 C 19.02 14.36 -14.93
63 C 20.21 13.71 -14.33
64 O 20.99 13.05 -15.31
65 C 21.17 11.62 -15.05
66 N 18.16 13.27 -15.62
67 H 18.18 12.41 -15.08
68 H 17.20 13.50 -15.84
69 H 18.56 13.04 -16.52
70 H 17.53 15.85 -14.79
71 H 18.70 15.94 -13.46
72 H 17.43 14.81 -13.40
73 H 19.41 14.92 -15.78
74 H 19.89 13.11 -13.48
75 H 20.96 14.35 -13.86
76 H 21.68 11.12 -15.87
77 H 20.17 11.20 -14.95
78 H 21.76 11.40 -14.16
79 C 19.53 10.18 -5.90
80 C 19.22 10.88 -7.20
81 C 19.44 10.00 -8.46
82 O 19.13 10.65 -9.61
83 C 19.05 9.85 -10.79
84 N 17.81 11.37 -7.26
85 H 17.04 10.72 -7.28
86 H 17.57 11.99 -6.50
87 H 17.75 11.99 -8.06
88 H 19.46 10.78 -4.99
89 H 20.43 9.57 -5.85
90 H 18.89 9.31 -5.76
91 H 19.76 11.82 -7.18
92 H 18.92 9.04 -8.35
93 H 20.48 9.69 -8.60
94 H 20.01 9.47 -11.12
95 H 18.58 10.44 -11.58
96 H 18.44 8.97 -10.54
97 C 21.35 18.99 -9.29
98 C 21.04 19.37 -10.78
99 C 22.23 20.17 -11.48
100 O 23.38 19.38 -11.63
101 C 24.57 20.17 -12.05
102 N 20.83 17.97 -11.41
103 H 21.46 17.27 -11.04
104 H 19.88 17.75 -11.16
105 H 21.00 18.01 -12.41
106 H 21.60 19.89 -8.72
107 H 22.10 18.25 -9.02
108 H 20.45 18.59 -8.84
109 H 20.12 19.93 -10.95
110 H 22.46 20.88 -10.69
111 H 21.90 20.71 -12.37
112 H 24.44 20.71 -12.98
113 H 25.34 19.44 -12.29
114 H 24.88 20.95 -11.35
115 C 12.44 19.14 -7.78
116 C 11.52 18.03 -8.47
117 C 12.28 17.03 -9.43
118 O 12.90 16.08 -8.61
119 C 14.12 15.50 -9.26
120 N 10.77 17.23 -7.38
121 H 10.04 17.72 -6.87
122 H 10.28 16.42 -7.73
123 H 11.39 16.90 -6.65
124 H 13.05 19.47 -8.62
125 H 13.16 18.79 -7.04
126 H 12.00 20.08 -7.44
127 H 10.69 18.46 -9.03
128 H 13.01 17.49 -10.09
129 H 11.64 16.48 -10.12
130 H 14.64 14.74 -8.68
131 H 14.92 16.24 -9.16
132 H 14.10 15.02 -10.24
133 C 22.99 13.06 -7.91
134 C 23.32 11.93 -8.91
135 C 23.45 10.48 -8.35
136 O 24.00 9.66 -9.38
137 C 23.89 8.27 -9.23
138 N 22.24 11.83 -10.02
139 H 22.30 12.65 -10.61
140 H 22.41 11.06 -10.64
141 H 21.30 11.82 -9.63
142 H 23.40 13.99 -8.30
143 H 23.50 12.99 -6.94
144 H 21.94 13.17 -7.63
145 H 24.28 12.17 -9.37
146 H 22.48 10.15 -7.98
147 H 24.13 10.43 -7.50
148 H 24.18 7.95 -8.23
149 H 24.60 7.78 -9.91
150 H 22.85 8.05 -9.44
151 As 23.96 15.63 -11.95
152 F 22.71 14.36 -11.85
153 F 23.21 16.57 -10.57
154 F 25.27 16.82 -12.19
155 F 24.78 14.75 -13.28
156 F 22.89 16.52 -13.14
157 F 25.05 14.76 -10.72
158 As 18.79 14.34 -10.08
159 F 19.45 15.57 -8.97
160 F 17.41 14.10 -9.00
161 F 18.14 13.03 -11.14
162 F 20.19 14.69 -11.14
163 F 19.78 13.10 -9.18
164 F 17.80 15.55 -11.05
165 As 16.73 19.59 -9.31
166 F 15.63 21.00 -9.01
167 F 16.24 18.78 -7.72
168 F 17.92 18.17 -9.68
169 F 17.27 20.41 -10.79
170 F 18.02 20.41 -8.42
171 F 15.39 18.76 -10.13

Output
Frontier orbital gap (eV): 6.829
Lowest unoccupied orbital energy (Ha): -0.3211
Total charge: +4

***

Entry from the OMol25 dataset: a structure of composition C52H57GeMoNPSi2 in a non-equilibrium geometry (the ωB97M-V functional and the def2-TZVPD basis).

CARTESIAN COORDINATES (ANGSTROEM)
1 Mo -0.44 -0.02 -0.66
2 C 4.94 0.14 -2.78
3 C 4.64 -0.61 -1.51
4 C 5.67 -1.32 -0.90
5 C 5.49 -2.01 0.29
6 C 4.25 -2.00 0.90
7 C 3.20 -1.31 0.31
8 C 3.38 -0.61 -0.88
9 P 1.88 0.25 -1.47
10 C 1.86 0.07 -3.29
11 C 1.83 1.20 -4.10
12 C 1.72 1.10 -5.48
13 C 1.63 -0.15 -6.06
14 C 1.65 -1.29 -5.26
15 C 1.75 -1.20 -3.88
16 C 1.76 -2.46 -3.06
17 C 2.19 2.01 -1.16
18 C 3.41 2.57 -0.82
19 C 3.48 3.90 -0.41
20 C 2.30 4.64 -0.34
21 C 1.08 4.08 -0.69
22 C 1.00 2.75 -1.11
23 C -0.29 2.07 -1.45
24 H 6.01 0.31 -2.87
25 H 4.44 1.10 -2.82
26 H 4.61 -0.42 -3.66
27 H 6.65 -1.32 -1.37
28 H 6.32 -2.54 0.73
29 H 4.09 -2.52 1.84
30 H 2.22 -1.30 0.75
31 H 1.91 2.18 -3.64
32 H 1.69 2.00 -6.09
33 H 1.52 -0.25 -7.14
34 H 1.55 -2.27 -5.72
35 H 1.20 -3.25 -3.57
36 H 1.30 -2.32 -2.09
37 H 2.78 -2.82 -2.90
38 H 4.31 1.97 -0.83
39 H 4.42 4.33 -0.12
40 H 2.34 5.67 0.00
41 H 0.17 4.66 -0.62
42 H -0.35 1.96 -2.55
43 H -1.13 2.69 -1.14
44 C -4.66 -0.65 -3.68
45 Si -3.10 0.16 -2.97
46 C -1.74 -0.28 -4.19
47 C -3.50 2.00 -3.09
48 C -2.61 -0.38 -1.27
49 C -2.31 -1.86 -1.28
50 C -3.12 -2.93 -1.56
51 C -2.62 -4.25 -1.47
52 C -1.30 -4.41 -1.00
53 C -0.53 -3.32 -0.71
54 N -0.99 -2.04 -0.90
55 Si -3.76 0.01 0.15
56 C -3.49 -1.18 1.58
57 C -5.61 -0.16 -0.25
58 C -3.55 1.79 0.70
59 H -4.88 -0.17 -4.64
60 H -5.53 -0.51 -3.04
61 H -4.53 -1.71 -3.86
62 H -1.91 0.17 -5.17
63 H -1.70 -1.37 -4.32
64 H -0.75 0.04 -3.84
65 H -3.72 2.25 -4.13
66 H -2.70 2.65 -2.75
67 H -4.39 2.23 -2.50
68 H -4.15 -2.74 -1.85
69 H -3.24 -5.11 -1.69
70 H -0.89 -5.40 -0.84
71 H 0.47 -3.42 -0.31
72 H -3.91 -2.16 1.35
73 H -3.96 -0.80 2.48
74 H -2.43 -1.32 1.77
75 H -5.83 -1.12 -0.72
76 H -5.96 0.63 -0.92
77 H -6.18 -0.09 0.67
78 H -2.52 1.95 1.04
79 H -4.22 2.05 1.53
80 H -3.74 2.48 -0.12
81 C -0.19 0.20 1.07
82 Ge -0.13 0.15 2.98
83 C -0.08 -1.71 3.63
84 C -1.13 -2.43 4.19
85 C -0.99 -3.78 4.51
86 C 0.21 -4.43 4.27
87 C 1.27 -3.73 3.73
88 C 1.13 -2.39 3.42
89 C -1.49 1.31 3.78
90 C -1.34 2.67 3.49
91 C -2.24 3.61 3.95
92 C -3.32 3.22 4.72
93 C -3.49 1.88 5.03
94 C -2.58 0.94 4.56
95 C 1.57 0.97 3.52
96 C 1.93 1.06 4.87
97 C 3.12 1.66 5.25
98 C 3.97 2.19 4.29
99 C 3.62 2.12 2.95
100 C 2.43 1.51 2.57
101 H -2.09 -1.97 4.35
102 H -1.83 -4.32 4.93
103 H 0.31 -5.48 4.51
104 H 2.22 -4.23 3.54
105 H 1.97 -1.85 3.00
106 H -0.50 2.99 2.89
107 H -2.10 4.66 3.70
108 H -4.04 3.96 5.07
109 H -4.33 1.57 5.63
110 H -2.74 -0.10 4.82
111 H 1.27 0.66 5.63
112 H 3.38 1.72 6.30
113 H 4.90 2.66 4.58
114 H 4.27 2.54 2.19
115 H 2.15 1.48 1.52

Output
Frontier orbital gap (alpha / beta) (eV): 3.982 / 7.360
Multiplicity: 3
Lowest unoccupied orbital energy (alpha / beta) (Ha): 0.0895 / 0.0895
Total charge: -1

***

Entry from the OMol25 dataset: an isolated molecule of C6H9NO in a non-equilibrium geometry (the ωB97M-V functional and the def2-TZVPD basis).

CARTESIAN COORDINATES (ANGSTROEM)
1 H 1.45 0.35 2.22
2 N 1.52 0.61 1.24
3 C 0.51 0.30 0.53
4 C -0.77 -0.46 1.19
5 C -1.04 -1.86 0.66
6 C 0.33 0.69 -0.88
7 C 1.35 1.56 -1.54
8 C -0.85 0.40 -1.36
9 O -1.83 0.15 -1.96
10 H -1.67 0.15 1.22
11 H -0.46 -0.56 2.24
12 H -1.52 -2.47 1.43
13 H -0.13 -2.37 0.34
14 H -1.74 -1.84 -0.18
15 H 2.27 0.99 -1.74
16 H 0.97 1.94 -2.50
17 H 1.62 2.42 -0.91

Output
Frontier orbital gap (eV): 9.670
Lowest unoccupied orbital energy (Ha): 0.0268

***

Energy above the lowest of the compared OMol25 structures with the same formula, charge and spin / eV: 4.6396, 0.0000, 1.3906